A 11-piece molecular cluster, C28H79NO10 overall. Source: the Open Molecules 2025 dataset; level of theory: wB97M-V/def2-TZVPD.

Geometry as ORCA input:
```
! wB97M-V def2-TZVPD RIJCOSX def2/J DEFGRID3
* xyz 1 2
N 3.95 -1.42 -0.62
H 3.99 -1.78 0.32
H 3.08 -0.94 -0.76
H 4.06 -2.03 -1.42
H 4.62 -0.66 -0.70
C 0.32 -0.21 -0.61
O 1.58 0.19 -1.06
H -0.33 0.61 -0.31
H -0.21 -0.78 -1.38
H 0.36 -0.81 0.30
C -0.09 -3.99 1.35
C 0.98 -4.62 2.23
C 2.04 -5.22 1.38
O 1.62 -3.63 2.94
H -0.65 -4.79 0.85
H 0.36 -3.40 0.55
H -0.78 -3.38 1.93
H 0.64 -5.47 2.82
H 2.83 -5.69 1.97
H 2.49 -4.54 0.66
H 1.64 -6.04 0.78
H 0.96 -3.32 3.57
C 0.81 -0.38 4.09
C 0.05 -1.12 5.22
C -1.20 -0.37 5.72
O -0.24 -2.40 4.70
H 0.32 -0.37 3.12
H 1.77 -0.85 3.90
H 1.15 0.63 4.35
H 0.76 -1.28 6.03
H -1.70 -0.90 6.52
H -1.86 -0.18 4.87
H -1.06 0.64 6.12
H -1.16 -2.55 4.94
C -1.58 2.65 3.76
C -1.45 3.72 2.64
C -2.00 3.27 1.25
O -2.23 4.83 3.00
H -0.78 1.92 3.67
H -2.59 2.23 3.75
H -1.47 3.05 4.77
H -0.40 4.00 2.56
H -1.57 2.30 0.98
H -1.85 3.98 0.45
H -3.07 3.04 1.28
H -1.72 5.33 3.65
C -1.08 -3.59 -2.96
C 0.25 -4.26 -2.63
C 0.20 -5.78 -2.87
O 1.31 -3.85 -3.49
H -1.86 -3.89 -2.26
H -1.39 -3.78 -3.99
H -0.96 -2.54 -2.70
H 0.56 -4.06 -1.61
H 0.00 -6.04 -3.91
H -0.60 -6.19 -2.25
H 1.16 -6.19 -2.57
H 1.61 -2.96 -3.27
C -3.12 3.46 -2.61
C -2.63 2.05 -2.83
C -3.37 1.04 -1.96
O -2.88 1.73 -4.21
H -2.70 4.23 -3.25
H -2.88 3.72 -1.58
H -4.21 3.58 -2.54
H -1.57 2.03 -2.60
H -4.44 1.23 -2.00
H -2.99 1.17 -0.94
H -3.26 -0.02 -2.21
H -2.50 2.37 -4.82
C 4.36 1.94 2.86
C 3.12 1.71 2.01
C 2.16 2.89 2.02
O 3.58 1.45 0.70
H 4.02 2.12 3.89
H 4.83 2.90 2.64
H 5.10 1.15 2.95
H 2.66 0.78 2.34
H 1.40 2.71 1.26
H 2.58 3.88 1.86
H 1.65 2.98 2.99
H 2.82 1.26 0.14
C 0.40 -0.20 -4.63
C 1.74 -0.95 -4.89
C 2.86 -0.21 -5.62
O 2.32 -1.43 -3.74
H 0.44 0.80 -4.21
H -0.35 -0.70 -4.03
H 0.01 -0.02 -5.64
H 1.39 -1.80 -5.47
H 3.23 0.65 -5.06
H 2.57 0.12 -6.62
H 3.73 -0.85 -5.75
H 2.25 -0.72 -3.10
C -2.76 -1.04 1.89
C -4.26 -0.79 2.13
C -5.06 -0.41 0.92
O -4.78 -2.06 2.53
H -2.31 -1.57 2.72
H -2.16 -0.13 1.79
H -2.53 -1.63 1.01
H -4.37 -0.08 2.95
H -6.11 -0.36 1.20
H -4.87 -1.11 0.11
H -4.71 0.59 0.67
H -5.67 -2.12 2.18
C 0.59 3.82 -1.39
C 1.50 3.59 -2.61
C 2.12 4.86 -3.01
O 2.53 2.68 -2.23
H 1.08 4.31 -0.55
H 0.25 2.88 -0.95
H -0.33 4.32 -1.67
H 0.98 3.21 -3.49
H 2.56 5.04 -3.99
H 2.94 5.17 -2.37
H 1.41 5.70 -3.01
H 2.11 1.91 -1.84
*
```

Calculated values
* E: -1920.9711 a.u.
* gap between HOMO and LUMO (alpha / beta): 9.2 / 5.4 eV
* HOMO level (alpha / beta): -12.2 / -12.2 eV

---

A 17-piece molecular cluster, C28H80BN8O24 overall. Source: the Open Molecules 2025 dataset; level of theory: wB97M-V/def2-TZVPD.

Geometry as ORCA input:
```
! wB97M-V def2-TZVPD RIJCOSX def2/J DEFGRID3
* xyz -1 1
O 2.98 2.62 1.88
C 2.43 1.76 1.16
O 1.28 1.23 1.37
B 0.83 0.41 0.26
O 1.83 0.65 -0.83
C 2.85 1.40 -0.33
O 3.84 1.77 -0.89
O -0.49 0.81 -0.13
C -1.26 -0.26 -0.17
O -2.44 -0.26 -0.65
C -0.39 -1.48 0.35
O 0.75 -0.98 0.66
O -0.67 -2.67 0.38
C -0.19 -4.69 -2.90
O -0.35 -3.61 -3.86
H -0.56 -4.34 -1.94
H -0.81 -5.55 -3.19
H 0.84 -5.05 -2.86
H 0.21 -3.77 -4.62
C 0.21 2.00 -4.10
O 0.39 3.38 -4.29
H 0.82 1.68 -3.26
H -0.85 1.80 -3.91
H 0.55 1.40 -4.94
H -0.08 3.88 -3.62
C 6.48 3.70 1.82
O 7.63 3.04 2.37
H 6.72 4.72 1.53
H 6.03 3.17 0.98
H 5.63 3.85 2.49
H 7.79 3.30 3.28
C 4.44 1.72 4.89
O 5.55 1.66 5.76
H 4.55 0.97 4.10
H 3.50 1.63 5.43
H 4.38 2.73 4.49
H 6.35 2.09 5.45
C -0.39 1.84 3.95
O -1.48 2.17 4.76
H 0.01 2.80 3.61
H 0.40 1.25 4.43
H -0.70 1.33 3.04
H -1.18 2.50 5.61
C -1.93 -7.32 0.50
O -1.74 -6.05 -0.13
H -1.54 -8.19 -0.04
H -1.50 -7.35 1.50
H -3.01 -7.42 0.60
H -1.00 -5.59 0.29
C 2.75 -3.37 -0.81
O 3.81 -4.33 -1.07
H 2.09 -3.70 -0.01
H 3.24 -2.43 -0.57
H 2.13 -3.16 -1.68
H 3.90 -4.64 -1.97
C 1.97 -1.51 3.56
O 1.99 -2.36 4.68
H 2.42 -1.94 2.67
H 0.91 -1.34 3.40
H 2.44 -0.55 3.80
H 1.41 -1.85 5.26
C 4.60 5.98 -1.26
O 5.26 6.25 -0.27
N 4.23 4.77 -1.60
N 4.21 6.83 -2.12
H 3.83 4.52 -2.49
H 4.38 4.01 -0.94
H 4.39 7.82 -2.02
H 3.75 6.51 -2.96
C -3.73 -1.38 -4.13
O -4.48 -0.45 -4.05
N -3.77 -2.15 -5.11
N -2.72 -1.59 -3.35
H -4.35 -1.81 -5.86
H -2.99 -2.76 -5.34
H -2.13 -2.38 -3.55
H -2.74 -1.08 -2.48
C -6.57 -0.70 -0.67
O -7.66 -0.81 -0.20
N -6.38 -0.94 -1.91
N -5.48 -0.34 0.00
H -7.11 -1.13 -2.59
H -5.42 -0.83 -2.20
H -5.63 -0.07 0.96
H -4.53 -0.39 -0.35
C 4.02 -0.40 -4.10
O 4.32 -0.78 -5.23
N 4.66 0.44 -3.44
N 2.97 -0.82 -3.49
H 5.55 0.73 -3.82
H 4.26 0.97 -2.68
H 2.65 -0.32 -2.67
H 2.43 -1.56 -3.91
C -3.68 -3.65 4.82
C -3.80 -2.19 4.37
C -2.66 -1.79 3.49
O -4.93 -2.14 3.58
H -4.37 -3.88 5.64
H -2.69 -3.81 5.23
H -3.72 -4.34 3.98
H -3.91 -1.52 5.22
H -1.84 -1.44 4.12
H -3.01 -0.97 2.86
H -2.21 -2.54 2.83
H -4.85 -1.30 3.12
C -4.43 3.97 -3.67
C -4.42 3.64 -2.21
C -4.05 2.30 -1.75
O -3.53 4.58 -1.68
H -5.10 3.29 -4.19
H -3.43 3.74 -4.03
H -4.56 4.99 -4.05
H -5.44 3.77 -1.85
H -3.01 1.99 -1.84
H -4.63 1.51 -2.23
H -4.29 2.10 -0.71
H -2.68 4.42 -2.09
C 0.05 4.08 -0.68
C -0.44 5.37 -1.38
C 0.74 6.28 -1.67
O -1.05 4.97 -2.59
H 0.31 4.32 0.35
H 0.96 3.74 -1.16
H -0.63 3.23 -0.77
H -1.24 5.89 -0.85
H 0.32 7.25 -1.93
H 1.24 6.00 -2.59
H 1.39 6.42 -0.81
H -1.28 5.80 -3.02
C -0.09 -4.47 3.64
C 0.84 -5.12 2.58
C 0.98 -6.62 2.83
O 0.25 -4.96 1.33
H -0.32 -3.42 3.44
H 0.14 -4.64 4.69
H -1.08 -4.90 3.48
H 1.77 -4.55 2.50
H 1.51 -6.77 3.77
H 1.49 -7.08 1.98
H -0.02 -7.02 2.97
H -0.16 -4.10 1.21
*
```

Calculated values
* E: -3383.7472 a.u.
* gap between HOMO and LUMO: 8.5 eV
* HOMO level: -7.3 eV

---

C28H80Br6N14O8P4 as an isolated structure. Source: the Open Molecules 2025 dataset; level of theory: wB97M-V/def2-TZVPD.

Geometry as ORCA input:
```
! wB97M-V def2-TZVPD RIJCOSX def2/J DEFGRID3
* xyz 1 2
C -0.16 3.50 3.77
N -0.78 3.26 5.12
O -0.33 3.91 6.08
O -1.63 2.40 5.25
H 0.51 2.69 3.47
H 0.51 4.34 3.96
H -0.96 3.88 3.15
C -0.19 -1.53 1.76
N -0.33 -0.10 1.31
O 0.02 0.85 2.03
O -0.76 0.09 0.17
H 0.08 -1.41 2.81
H 0.68 -1.97 1.28
H -1.07 -2.17 1.67
O 2.42 -1.74 4.54
P 1.47 -2.40 5.48
N 1.18 -4.10 5.33
C 0.76 -4.47 4.05
C 2.08 -4.96 6.05
N -0.10 -1.63 5.43
C -1.33 -2.35 5.76
C -0.30 -0.20 5.49
N 1.96 -2.12 7.16
C 3.39 -1.94 7.41
C 1.05 -2.36 8.25
H -0.26 -4.12 3.87
H 0.67 -5.55 3.96
H 1.51 -4.16 3.33
H 1.48 -5.80 6.40
H 2.46 -4.56 6.99
H 2.90 -5.46 5.54
H -1.18 -3.40 5.51
H -1.41 -2.42 6.84
H -2.27 -1.89 5.44
H 0.34 0.36 4.81
H -1.33 0.10 5.27
H 0.00 0.15 6.48
H 4.01 -2.79 7.12
H 3.71 -1.10 6.79
H 3.60 -1.63 8.43
H 0.09 -1.83 8.25
H 1.50 -2.30 9.24
H 0.75 -3.41 8.22
O 5.73 -0.71 -2.89
P 5.17 -0.66 -1.53
N 6.41 0.05 -0.40
C 6.16 0.42 1.02
C 7.82 0.19 -0.83
N 4.75 -2.13 -0.74
C 4.33 -2.14 0.67
C 4.87 -3.45 -1.35
N 3.83 0.42 -1.31
C 2.50 -0.14 -1.56
C 3.88 1.75 -1.87
H 6.74 -0.32 1.57
H 5.09 0.42 1.24
H 6.57 1.41 1.22
H 7.87 0.58 -1.85
H 8.35 -0.76 -0.81
H 8.39 0.91 -0.24
H 3.89 -1.18 0.93
H 3.70 -3.01 0.85
H 5.17 -2.22 1.37
H 5.13 -4.22 -0.62
H 3.88 -3.72 -1.70
H 5.61 -3.30 -2.14
H 2.34 -1.19 -1.34
H 1.69 0.47 -1.18
H 2.45 -0.21 -2.65
H 3.84 1.83 -2.96
H 4.76 2.29 -1.52
H 2.99 2.27 -1.51
O -1.21 5.59 -2.90
P -0.51 4.81 -3.95
N -1.32 4.44 -5.41
C -2.75 4.60 -5.51
C -0.62 3.98 -6.60
N -0.21 3.23 -3.27
C 0.44 2.12 -4.06
C -0.83 2.81 -2.01
N 0.99 5.44 -4.56
C 2.28 5.07 -3.98
C 1.05 6.74 -5.18
H -3.28 3.81 -4.99
H -3.01 4.54 -6.57
H -3.03 5.55 -5.06
H -1.20 3.27 -7.19
H 0.23 3.38 -6.28
H -0.45 4.85 -7.24
H 1.02 2.51 -4.90
H 1.15 1.72 -3.35
H -0.18 1.26 -4.32
H -1.90 2.63 -2.07
H -0.34 1.94 -1.57
H -0.72 3.58 -1.24
H 2.37 3.98 -3.97
H 3.09 5.55 -4.52
H 2.27 5.21 -2.90
H 1.32 7.51 -4.46
H 0.06 6.97 -5.58
H 1.69 6.60 -6.06
O -7.42 1.16 -1.79
P -6.12 0.56 -2.17
N -4.95 0.54 -0.93
C -4.92 1.53 0.14
C -4.18 -0.69 -0.64
N -5.31 1.41 -3.44
C -5.93 2.50 -4.14
C -3.87 1.08 -3.81
N -6.28 -1.08 -2.63
C -5.69 -1.73 -3.76
C -7.34 -1.81 -2.01
H -5.00 2.54 -0.26
H -3.93 1.54 0.60
H -5.76 1.29 0.79
H -4.78 -1.40 -0.07
H -3.29 -0.49 -0.04
H -3.86 -1.21 -1.54
H -7.00 2.29 -4.25
H -5.77 3.46 -3.64
H -5.66 2.62 -5.19
H -3.34 0.46 -3.09
H -3.95 0.70 -4.83
H -3.23 1.96 -3.90
H -4.73 -2.18 -3.50
H -6.34 -2.56 -4.06
H -5.50 -1.03 -4.57
H -8.11 -1.97 -2.76
H -7.82 -1.41 -1.12
H -6.84 -2.75 -1.76
C 1.93 -6.12 -0.87
Br 2.00 -5.75 -2.80
Br 1.21 -4.71 0.25
Br 3.67 -6.56 -0.16
H 1.24 -6.95 -0.74
C -3.62 -4.60 1.00
Br -5.53 -4.06 0.94
Br -2.84 -3.91 2.74
Br -2.64 -3.99 -0.56
H -3.56 -5.68 1.12
*
```

Calculated values
* E: -19292.3997 a.u.
* gap between HOMO and LUMO (alpha / beta): 6.2 / 2.2 eV
* HOMO level (alpha / beta): -9.3 / -9.3 eV